{"formula": "C34H59N2O10S4", "method": "ωB97M-V/def2-TZVPD", "lumo_ev": [0.3, 0.2], "total_energy_ha": -3784.97172, "multiplicity": 2, "s2": 0.755, "gap_ev": [8.4, 8.4], "species": ["C", "C", "C", "C", "C", "C", "C", "C", "O", "N", "C", "C", "C", "C", "C", "C", "C", "C", "C", "C", "N", "O", "H", "H", "H", "H", "H", "H", "H", "H", "H", "H", "H", "H", "H", "H", "H", "H", "H", "H", "H", "H", "H", "H", "H", "H", "H", "H", "H", "C", "C", "C", "S", "O", "O", "C", "H", "H", "H", "H", "H", "H", "H", "H", "C", "C", "C", "S", "O", "O", "C", "H", "H", "H", "H", "H", "H", "H", "H", "C", "C", "C", "S", "O", "O", "C", "H", "H", "H", "H", "H", "H", "H", "H", "C", "C", "C", "S", "O", "O", "C", "H", "H", "H", "H", "H", "H", "H", "H"], "coordinates": [[9.479, -2.274, 4.263], [8.910, -1.070, 3.259], [8.522, -1.799, 1.845], [7.500, -0.549, 3.957], [6.903, 0.606, 2.945], [5.622, 1.300, 3.741], [4.262, 0.623, 3.096], [2.963, 0.916, 4.102], [3.061, 0.431, 5.343], [1.820, 1.736, 3.547], [0.694, 0.887, 3.000], [0.122, -0.512, 3.635], [-1.132, -1.329, 2.891], [-1.863, -0.767, 1.518], [-1.303, 0.650, 0.907], [-0.071, 1.451, 1.635], [8.041, 1.763, 2.734], [9.554, 1.226, 2.423], [10.576, 2.442, 2.949], [9.841, 1.141, 0.778], [9.981, -0.011, 3.174], [10.546, 0.258, 4.364], [9.096, -2.080, 5.364], [10.638, -2.408, 4.175], [8.940, -3.268, 3.903], [8.145, -1.062, 1.003], [7.631, -2.533, 2.069], [9.440, -2.454, 1.502], [6.735, -1.449, 4.048], [7.672, -0.075, 5.017], [6.486, 0.166, 1.934], [5.665, 2.485, 3.608], [5.654, 1.068, 4.895], [4.021, 1.190, 2.089], [4.432, -0.517, 2.888], [1.487, 2.460, 4.230], [0.610, -0.941, 4.612], [-1.556, -2.364, 3.306], [-2.725, -1.316, 0.948], [-1.756, 1.131, -0.067], [0.287, 2.468, 1.156], [8.032, 2.464, 3.682], [7.703, 2.387, 1.772], [10.361, 3.355, 2.212], [10.296, 2.833, 4.023], [11.705, 2.133, 2.855], [10.295, 0.061, 0.577], [10.690, 1.907, 0.438], [8.861, 1.323, 0.147], [-7.157, 1.871, -1.188], [-5.960, 2.454, -1.937], [-4.705, 2.101, -1.142], [-5.075, 0.586, -0.270], [-5.080, 0.862, 1.151], [-4.303, -0.496, -0.847], [-6.762, 0.447, -0.825], [-8.067, 1.893, -1.795], [-7.343, 2.453, -0.277], [-5.902, 2.006, -2.937], [-6.053, 3.537, -2.068], [-3.844, 1.942, -1.797], [-4.471, 2.870, -0.401], [-7.381, 0.018, -0.035], [-6.772, -0.201, -1.706], [-12.607, 2.607, -0.922], [-12.778, 1.624, 0.236], [-12.070, 0.328, -0.155], [-10.761, 0.792, -1.278], [-11.053, 0.234, -2.582], [-9.482, 0.604, -0.623], [-11.139, 2.533, -1.312], [-12.897, 3.623, -0.638], [-13.236, 2.297, -1.765], [-12.314, 2.040, 1.139], [-13.833, 1.445, 0.463], [-11.641, -0.174, 0.716], [-12.745, -0.352, -0.682], [-10.937, 2.940, -2.305], [-10.508, 3.027, -0.567], [-6.698, -0.055, -7.747], [-7.324, -0.872, -6.618], [-6.815, -0.296, -5.298], [-6.461, 1.427, -5.608], [-5.035, 1.636, -5.472], [-7.435, 2.247, -4.915], [-6.865, 1.402, -7.344], [-7.172, -0.263, -8.711], [-5.632, -0.301, -7.834], [-8.416, -0.780, -6.664], [-7.081, -1.936, -6.705], [-7.566, -0.376, -4.508], [-5.888, -0.781, -4.981], [-6.205, 2.078, -7.891], [-7.905, 1.723, -7.450], [5.415, -4.423, -2.202], [4.848, -3.436, -1.183], [5.137, -3.997, 0.209], [6.613, -4.991, 0.050], [6.266, -6.374, 0.303], [7.709, -4.329, 0.730], [6.811, -4.771, -1.707], [5.439, -3.998, -3.209], [4.791, -5.325, -2.230], [5.344, -2.465, -1.300], [3.775, -3.276, -1.329], [5.312, -3.199, 0.935], [4.327, -4.645, 0.555], [7.211, -5.682, -2.155], [7.503, -3.938, -1.864]], "lowdin_charge": [-0.062, -0.421, -0.078, -0.100, -0.288, -0.169, -0.111, -0.275, -0.041, -0.004, -0.179, -0.004, -0.056, -0.051, -0.060, -0.016, -0.108, -0.409, -0.092, -0.066, -0.126, -0.050, 0.091, 0.093, 0.092, 0.081, 0.071, 0.106, 0.139, 0.134, 0.132, 0.127, 0.119, 0.120, 0.119, 0.131, 0.086, 0.085, 0.074, 0.078, 0.084, 0.128, 0.134, 0.093, 0.086, 0.098, 0.086, 0.089, 0.084, -0.235, -0.211, -0.226, 0.659, -0.324, -0.349, -0.242, 0.093, 0.126, 0.076, 0.124, 0.103, 0.108, 0.096, 0.108, -0.224, -0.219, -0.223, 0.688, -0.315, -0.339, -0.233, 0.119, 0.123, 0.121, 0.118, 0.108, 0.109, 0.114, 0.113, -0.226, -0.218, -0.223, 0.661, -0.319, -0.330, -0.235, 0.118, 0.122, 0.121, 0.118, 0.104, 0.112, 0.111, 0.111, -0.227, -0.219, -0.222, 0.678, -0.316, -0.348, -0.235, 0.118, 0.122, 0.118, 0.119, 0.096, 0.110, 0.111, 0.111]}